A structure of composition C7H23B2Br6Na3O, computed with ωB97M-V/def2-TZVPD.

Each line ends with the Mulliken charge.
Element x y z (Å)
Br (6.5564, -1.0063, -3.3420)  -0.167
Br (0.9972, -6.5251, -0.0668)  -0.193
Br (-1.5882, -6.0375, -4.0513)  -0.127
Br (-0.1245, 6.9088, 1.5209)  -0.141
Br (0.9368, 6.6930, -3.1005)  -0.171
Br (7.4079, 3.4519, -1.7432)  -0.163
Na (-1.5988, -3.8792, 3.2967)  0.876
Na (-4.8377, 0.2054, 1.5221)  0.860
Na (-0.6798, 0.2997, 6.0383)  0.883
O (-0.4474, 0.2237, 1.5643)  -0.816
C (6.2572, 0.8424, -2.5793)  -0.547
C (0.4002, 0.6017, 0.5189)  -0.531
C (0.9247, 6.9915, -0.0997)  -0.489
C (0.0148, 6.8575, -1.3034)  -0.687
C (-0.2168, -5.7225, -2.6623)  -0.558
C (-0.4167, -6.6932, -1.4342)  -0.555
C (7.6434, 1.5589, -2.3999)  -0.632
B (-5.3244, -3.2899, -0.0307)  0.202
B (-4.9976, 0.3189, 5.6968)  0.080
H (1.5699, 7.8683, -0.0443)  0.369
H (-4.5582, 1.0470, 5.0327)  -0.274
H (-6.0749, 0.3375, 5.7548)  -0.201
H (-1.2997, -6.4646, -0.8374)  0.340
H (-5.3865, -2.5499, -0.8135)  -0.225
H (-4.6268, 0.6338, 6.6600)  -0.232
H (8.1743, 1.0490, -1.5961)  0.361
H (-0.0986, 1.3272, -0.1239)  0.149
H (1.6371, 6.1701, -0.1762)  0.343
H (-4.3917, -3.2233, 0.5078)  -0.423
H (-0.6368, 7.7302, -1.3472)  0.383
H (-0.3171, -4.7003, -2.2976)  0.352
H (0.5560, -0.2380, -0.1584)  0.174
H (5.6011, 1.4393, -3.2128)  0.381
H (5.8325, 0.7665, -1.5783)  0.365
H (-4.6518, -0.6712, 5.4430)  -0.268
H (-5.3753, -4.2357, -0.5476)  -0.205
H (-0.6566, 6.0030, -1.2190)  0.392
H (0.7793, -5.8079, -3.0966)  0.380
H (-6.2245, -3.0964, 0.5320)  -0.231
H (8.2916, 1.4834, -3.2730)  0.402
H (-0.3911, -7.7280, -1.7757)  0.362
H (1.3412, 1.0603, 0.8226)  0.181

Force components x, y, z for each atom (eV/Å):
Br -0.26 1.42 0.57
Br -0.01 0.13 -0.41
Br 0.69 0.05 0.75
Br 0.10 -0.06 -0.10
Br -0.44 0.17 1.45
Br 0.08 -1.27 -0.66
Na -0.26 0.27 -0.58
Na 0.10 -0.58 0.10
Na -0.52 0.24 -0.42
O 0.13 0.03 0.45
C 1.39 0.74 0.22
C -1.45 -0.62 0.68
C 1.15 -0.76 -0.94
C -0.63 0.75 -0.34
C -0.14 -0.29 1.44
C 0.09 0.50 -1.02
C -0.67 -0.81 0.43
B -0.28 0.20 0.12
B 0.08 -0.08 -0.15
H -0.59 0.27 -0.23
H 1.55 3.07 -3.29
H -4.11 0.15 -0.08
H -0.10 -0.12 -0.60
H 0.25 3.26 -3.25
H 1.66 1.00 4.14
H -0.05 0.22 0.03
H -0.17 0.62 -0.26
H -0.18 -0.28 0.68
H 4.04 0.43 2.63
H 0.15 0.04 -0.43
H -0.23 -0.04 -0.28
H 0.67 -0.34 -0.25
H 0.04 -0.51 -0.19
H -0.20 -0.42 -0.30
H 1.54 -4.28 -1.05
H -0.22 -3.83 -1.76
H 0.45 -0.15 -0.07
H -0.26 -0.32 -0.11
H -3.42 0.45 2.82
H -0.35 0.62 -0.10
H -0.10 0.13 0.24
H 0.48 -0.05 0.11

E_HOMO   -6.44 eV
Frontier orbital gap   0.1293 Ha
LUMO   -2.926 eV

A structure of composition C7H23BrCuN7O4, computed with ωB97M-V/def2-TZVPD.

Each line ends with the Mulliken charge.
Element x y z (Å)
Br (-17.7395, -19.7817, 12.7071)  0.009
Cu (-17.0230, -16.2123, 15.5487)  0.955
O (-18.8053, -12.6204, 14.8129)  -0.221
O (-18.6794, -18.2670, 19.9057)  -0.650
O (-13.0744, -18.3438, 17.6846)  -0.638
O (-13.1603, -13.8964, 12.7623)  -0.685
N (-19.7012, -17.8222, 21.7764)  -0.342
N (-18.3997, -19.5351, 21.7047)  -0.380
N (-11.0756, -19.1536, 17.4508)  -0.423
N (-11.5839, -18.1398, 19.2960)  -0.419
N (-11.5462, -14.3012, 11.2577)  -0.387
N (-11.6690, -12.3132, 12.1448)  -0.401
N (-17.5939, -12.6890, 17.2501)  -0.503
C (-19.2076, -12.4058, 13.4852)  -0.745
C (-19.0615, -11.6093, 15.7434)  -0.833
C (-11.9894, -18.5294, 18.1208)  0.638
C (-19.1549, -11.1130, 18.3099)  -1.360
C (-18.8808, -18.4929, 21.0536)  0.646
C (-18.9003, -12.1632, 17.1868)  0.146
C (-12.1610, -13.5310, 12.1186)  0.684
H (-12.3612, -17.9032, 19.8959)  0.243
H (-10.1096, -19.2600, 17.7259)  0.192
H (-12.1360, -11.7213, 12.8169)  0.226
H (-11.5074, -19.8294, 16.8369)  0.215
H (-11.8589, -15.2609, 11.2220)  0.212
H (-18.5595, -19.6762, 22.6919)  0.152
H (-10.7954, -13.9739, 10.6668)  0.166
H (-19.2470, -13.4328, 13.1222)  0.226
H (-18.9502, -11.5872, 19.2698)  0.381
H (-20.2220, -12.0143, 13.4085)  0.319
H (-17.1209, -11.8245, 17.0285)  0.304
H (-11.0015, -12.0770, 11.4246)  0.185
H (-18.5113, -10.2340, 18.2742)  0.344
H (-19.8289, -18.2452, 22.6847)  0.160
H (-17.6758, -20.1576, 21.3751)  0.206
H (-17.2941, -12.8270, 18.2046)  0.273
H (-18.3774, -10.7831, 15.5498)  0.390
H (-19.6581, -12.9467, 17.1879)  0.265
H (-10.7048, -18.5712, 19.5432)  0.193
H (-20.1741, -10.7609, 18.4689)  0.388
H (-18.5116, -11.7186, 13.0040)  0.280
H (-20.1029, -11.2887, 15.7151)  0.382
H (-20.0760, -16.9371, 21.4662)  0.208

Force components x, y, z for each atom (eV/Å):
Br 0.01 0.07 0.05
Cu 0.05 0.34 0.17
O -0.05 -0.72 0.91
O 1.27 0.87 -3.65
O -4.01 0.53 -1.25
O 0.91 0.17 0.00
N -2.74 2.31 3.12
N 2.00 -3.39 2.08
N 2.69 -2.79 -3.33
N 0.68 1.23 2.72
N 1.10 -2.67 -1.81
N 0.38 1.91 0.72
N 1.73 -0.17 0.24
C -0.25 -0.26 0.50
C -0.39 0.10 0.90
C -0.02 0.62 0.47
C -0.30 -0.50 0.17
C 0.64 -1.22 -1.18
C -2.11 0.96 -0.81
C -2.82 -0.64 1.06
H 0.77 0.09 0.57
H -0.41 -0.18 -0.03
H 0.53 0.55 -0.57
H 0.76 0.13 -0.41
H 0.25 0.26 -0.29
H -0.04 0.22 -0.24
H -0.20 -0.40 0.23
H 0.31 0.35 -0.87
H 0.28 -0.22 0.04
H -0.14 0.22 0.11
H 1.38 -0.16 -0.42
H -0.22 0.79 0.69
H 0.15 -0.04 -0.38
H -0.74 1.21 0.05
H -0.31 0.50 -0.60
H -0.18 -0.39 0.40
H 0.01 0.46 0.15
H -0.05 -0.21 0.58
H -0.56 0.43 1.21
H -0.18 -0.02 -0.66
H 0.01 -0.25 -0.47
H -0.13 0.38 -0.49
H -0.05 -0.44 0.32

Energy relative to the best compared isomer or geometry (same formula, charge and spin)   183.32 kcal per mole
E_HOMO (spin up / spin down)   -11.67 / -11.67 eV
Spin multiplicity   2
Net charge   +1
Frontier orbital gap (spin up / spin down)   0.2124 / 0.2058 Ha
LUMO (spin up / spin down)   -5.892 / -6.071 eV